Molecular formula: C12H36O16P4
Method: DFT, ωB97M-V/def2-TZVPD

```
! RIJCOSX wB97M-V def2-TZVPD def2/J DEFGRID3
* xyz 0 1
P 0.080 1.395 3.782
P 0.850 -2.413 1.531
P 3.465 0.793 -1.734
P -4.922 -0.221 -3.768
O 1.022 -2.061 -0.082
O 2.918 1.191 -0.291
O 4.024 2.014 -2.392
O 2.311 -2.601 1.918
O 0.079 2.725 4.473
O -0.038 -3.615 2.005
O -0.903 1.622 2.566
O 4.631 -0.268 -1.382
O -3.666 -0.825 -4.205
O 0.354 -1.196 2.254
O -0.441 0.241 4.802
O -5.335 0.918 -4.761
O -6.141 -1.151 -3.900
O 1.616 1.068 3.281
O -4.827 0.234 -2.214
O 2.533 -0.175 -2.674
C 2.969 -0.257 -3.992
C 2.617 1.136 4.300
C 3.341 -1.708 1.450
C 0.034 -1.169 -0.634
C -1.742 0.223 5.375
C -3.728 -0.202 -1.449
C -0.403 1.969 1.309
C -0.220 -3.784 3.342
C 5.976 0.081 -1.724
C -7.347 -0.841 -3.135
C -4.509 2.003 -5.117
C 3.289 2.399 0.325
H 2.621 2.085 4.714
H -8.203 -1.585 -3.127
H 4.193 -1.685 1.953
H 0.736 -4.300 3.792
H -0.274 3.095 1.562
H 2.474 -0.847 -4.718
H 0.538 1.317 0.910
H -5.003 2.596 -5.877
H -3.666 1.564 -5.293
H 2.973 -0.646 1.580
H -7.564 0.208 -3.596
H 3.564 1.102 3.939
H -2.771 0.260 -1.788
H -1.996 -0.670 5.725
H -0.936 -1.560 -0.874
H 6.055 -0.064 -2.659
H 3.467 -2.123 0.406
H 0.585 -1.212 -1.703
H -1.044 -4.456 3.450
H -7.054 -0.901 -2.097
H 3.930 -0.708 -4.084
H -3.801 -0.035 -0.284
H 6.309 0.987 -1.357
H -2.465 0.271 4.653
H 6.620 -0.562 -1.341
H -0.193 -0.181 -0.090
H -2.135 0.945 5.890
H -0.332 -3.028 3.955
H 2.991 0.804 -4.412
H 2.790 3.213 -0.416
H 2.491 0.253 5.025
H -4.459 2.632 -4.144
H -1.271 1.899 0.682
H 2.478 2.587 1.150
H -3.830 -1.332 -1.440
H 4.300 2.549 0.657
*
```

Orbital gap   9.968 eV
SMILES   COP(=O)(OC)OC.COP(=O)(OC)OC.COP(=O)(OC)OC.COP(=O)(OC)OC
LUMO level   0.6 eV
HOMO level   -9.409 eV
Energy   -82942.96355 eV

=====

Molecular formula: C40H30F7N2O7S
Method: DFT, ωB97M-V/def2-TZVPD

```
! RIJCOSX wB97M-V def2-TZVPD def2/J DEFGRID3
* xyz 1 1
S -4.370 -1.858 2.272
F -6.167 -6.222 0.445
F -4.017 -5.778 -0.344
F -4.557 -3.009 -0.091
F -6.103 -4.394 2.281
F -4.047 -5.082 2.885
F -2.708 -3.745 1.153
F -4.360 -7.044 1.467
O -4.389 0.716 3.557
O -3.967 -2.218 3.663
O 0.104 -4.441 -7.889
O -5.806 -1.475 2.124
O 2.585 3.118 2.537
O -1.167 -0.331 -4.733
O 4.570 6.542 6.115
N -2.527 -0.825 0.760
N -3.326 -0.506 1.770
C 3.037 3.925 3.335
C 0.880 -1.250 1.063
C -1.526 -4.983 -5.687
C -4.075 -3.372 1.190
C 5.005 5.118 4.302
C -1.750 0.269 0.433
C 5.342 3.567 2.480
C 2.137 4.640 4.270
C -0.119 -1.049 -6.710
C 4.115 5.782 5.281
C -2.697 1.929 2.154
C 2.659 5.514 5.224
C -4.837 -4.680 1.775
C 7.215 4.775 3.398
C 1.381 -0.623 -9.019
C -0.694 -0.018 -0.750
C 0.786 -0.289 -0.213
C -0.899 -1.266 -5.471
C 4.488 4.207 3.379
C 0.760 4.432 4.198
C 1.804 6.156 6.121
C 1.774 -2.577 0.815
C -1.049 -3.706 -5.983
C 0.434 5.940 6.049
C -2.588 -4.127 -3.700
C 6.370 5.404 4.306
C -4.847 -5.920 0.760
C 0.990 -1.911 -8.675
C -3.473 0.669 2.479
C -2.299 -5.191 -4.551
C -1.358 -2.636 -5.143
C 1.543 -0.356 2.247
C -2.120 -2.852 -3.994
C -1.730 1.674 0.999
C 0.231 -2.126 -7.525
C 6.702 3.851 2.491
C -0.090 5.086 5.082
C 1.015 0.456 -8.216
C -0.211 -3.498 -7.186
C 0.271 0.244 -7.062
H -0.728 0.863 -1.487
H -0.229 6.444 6.745
H 6.776 6.120 5.012
H 2.653 -0.211 1.989
H -1.299 -5.816 -6.344
H -1.161 4.929 5.019
H -1.037 2.457 0.575
H -2.799 2.910 2.698
H 2.206 6.826 6.873
H -3.184 -4.292 -2.808
H 1.330 0.684 0.014
H 1.092 0.703 2.191
H 1.014 -3.430 0.673
H 2.361 -2.865 1.755
H -2.675 -6.183 -4.327
H -1.012 -0.937 -1.347
H -0.116 -1.619 1.466
H 1.344 -0.822 -1.064
H -0.008 1.088 -6.440
H 4.947 2.851 1.767
H 8.275 5.003 3.400
H 7.363 3.356 1.788
H 1.273 -2.747 -9.306
H 1.408 -0.822 3.275
H 1.313 1.462 -8.491
H 1.968 -0.458 -9.916
H 2.428 -2.513 -0.109
H 0.348 3.763 3.449
H -2.353 -2.026 -3.330
H -3.826 0.626 4.364
*
```

Orbital gap   5.828 eV
LUMO level   -5.6 eV
HOMO level   -11.440 eV
Energy   -89124.68256 eV

=====

Molecular formula: C44H32CdN4S2SeTe
Method: DFT, ωB97M-V/def2-TZVPD

```
! RIJCOSX wB97M-V def2-TZVPD def2/J DEFGRID3
* xyz 0 1
Te 0.280 -2.508 0.993
Cd 1.077 1.787 0.320
Se -0.733 3.568 -0.187
S -5.516 -0.271 3.048
S 1.823 -0.473 -6.792
N -1.299 0.447 0.250
N 1.525 7.446 1.171
N 0.404 0.278 -1.813
N 1.271 1.444 2.879
C 0.246 1.486 3.692
C 4.158 0.169 -6.074
C 2.113 0.398 2.849
C 0.009 0.492 4.611
C -1.340 -0.009 -3.400
C -4.308 0.760 2.377
C 0.208 5.187 0.248
C 4.408 -0.170 2.201
C 1.262 0.159 -2.784
C 0.287 7.523 0.731
C 4.050 0.893 -0.272
C -4.952 1.922 4.314
C 3.016 0.997 0.628
C -2.304 -5.276 -0.923
C -2.382 -6.648 -0.949
C 0.748 -4.556 1.251
C -1.196 -3.120 -0.398
C -5.812 0.851 4.311
C 3.201 0.391 1.852
C -2.763 -0.018 -3.648
C 3.493 -0.237 -7.168
C -3.533 0.494 1.118
C 3.371 0.220 -4.887
C -1.259 -4.612 -0.250
C -1.822 0.286 -0.993
C 0.903 0.014 -4.176
C 2.044 -0.041 -5.123
C -0.428 6.415 0.317
C 5.266 0.314 0.018
C 1.906 -0.682 3.744
C -0.417 -0.065 -4.477
C -3.662 0.041 -2.581
C -1.425 -7.308 -0.229
C -2.165 0.579 1.243
C 0.837 -0.635 4.610
C -3.188 0.199 -1.247
C 1.558 5.100 0.630
C 2.146 6.273 1.123
C -4.103 1.864 3.178
C -0.338 -5.275 0.461
C -0.927 0.222 -2.090
C 5.444 -0.275 1.302
C -0.433 -6.703 0.518
C -4.070 0.265 -0.145
H 5.185 0.447 -6.065
H -1.470 6.608 0.094
H 3.781 -0.473 -8.196
H 0.250 -7.324 1.103
H 2.596 -1.532 3.767
H 6.043 0.239 -0.728
H -3.039 -4.772 -1.519
H -5.102 2.718 5.041
H 2.096 4.168 0.532
H 0.757 -4.827 2.338
H 2.296 0.152 -2.498
H -1.782 0.657 2.252
H -2.120 -2.612 -0.187
H -1.488 -8.348 -0.172
H -0.727 -2.797 -1.334
H 6.418 -0.735 1.539
H -6.522 0.589 5.098
H -5.149 0.153 -0.372
H -3.157 -7.197 -1.464
H -4.700 0.090 -2.791
H 3.835 0.531 -3.942
H 1.747 -4.702 0.841
H 3.878 1.347 -1.263
H -0.770 0.545 5.332
H 0.636 -1.446 5.310
H -0.386 2.377 3.618
H 3.175 6.225 1.456
H -0.739 -0.200 -5.484
H -0.178 8.500 0.811
H -3.372 2.679 2.989
H -3.175 -0.062 -4.665
H 4.504 -0.599 3.180
*
```

Orbital gap   6.712 eV
LUMO level   -0.7 eV
HOMO level   -7.371 eV
Energy   -150981.85502 eV

=====

Molecular formula: C4H11N3O2
Method: DFT, ωB97M-V/def2-TZVPD

```
! RIJCOSX wB97M-V def2-TZVPD def2/J DEFGRID3
* xyz 0 1
O 2.193 -2.930 1.218
O 1.116 -3.653 3.013
N -0.912 2.208 -1.335
N 0.487 0.895 0.082
N -1.675 0.209 -0.373
C 1.079 -2.965 2.049
C -0.078 -2.147 1.541
C -0.588 1.141 -0.552
C 0.191 2.826 -2.078
H 0.813 2.066 -2.548
H 1.258 1.503 -0.151
H 0.810 3.415 -1.401
H -0.475 -1.508 2.330
H 0.250 -1.466 0.763
H -0.240 3.451 -2.852
H -1.877 2.426 -1.517
H -0.823 -2.909 1.308
H -1.560 -0.729 -0.721
H -2.040 0.316 0.556
H 2.072 -2.147 0.668
*
```

Orbital gap   9.925 eV
SMILES   [H]/N=C(/N)NC.CC(=O)O
LUMO level   0.5 eV
HOMO level   -9.381 eV
Energy   -12891.43755 eV

=====

Molecular formula: C4H10O
Method: DFT, ωB97M-V/def2-TZVPD

```
! RIJCOSX wB97M-V def2-TZVPD def2/J DEFGRID3
* xyz 0 1
O 0.129 3.270 -2.431
C -0.151 -1.436 1.962
C 0.619 2.202 -2.170
C -1.505 -1.973 1.467
C 0.899 -1.527 0.877
H -1.687 -1.630 0.451
H -2.297 -1.640 2.132
H -1.444 -3.060 1.479
H 0.592 1.811 -1.139
H 0.700 -0.886 0.012
H -0.272 -0.410 2.302
H 0.194 -2.045 2.799
H 1.915 -1.268 1.192
H 0.995 1.574 -2.996
H 1.007 -2.549 0.496
*
```

Orbital gap   11.059 eV
SMILES   C=O.CCC
LUMO level   0.8 eV
HOMO level   -10.268 eV
Energy   -6356.62233 eV

=====

Molecular formula: C26H21F3NO2ReSSi
Method: DFT, ωB97M-V/def2-TZVPD

```
! RIJCOSX wB97M-V def2-TZVPD def2/J DEFGRID3
* xyz 1 2
Re -1.494 0.134 -0.931
S -1.601 2.272 -0.114
Si 0.913 -0.182 -0.902
F -0.659 4.325 2.104
F -2.733 4.569 1.596
F -2.113 4.656 3.652
O -4.093 -1.526 -0.964
O -2.015 -1.973 -1.787
N -2.088 0.379 1.613
C 2.175 -4.142 -0.648
C 2.753 0.707 -2.913
C 3.205 0.897 -4.206
C 2.002 1.478 2.777
C 1.079 -2.013 -0.393
C 1.110 0.103 -5.063
C 2.211 3.223 1.149
C 1.632 0.595 1.780
C -4.646 -2.793 -1.379
C 1.476 0.200 -2.678
C 2.388 0.593 -5.284
C -2.403 1.956 3.851
C 1.797 2.353 0.159
C 0.656 -0.089 -3.771
C 0.719 -3.766 1.224
C -1.908 4.024 2.496
C -2.101 2.536 2.626
C -2.530 0.579 3.936
C -2.359 -0.172 2.783
C -1.954 1.708 1.512
C 1.525 1.015 0.454
C 1.590 -4.588 0.527
C -2.864 -1.278 -1.220
C 0.445 -2.494 0.755
C 1.922 -2.861 -1.105
C 2.311 2.792 2.462
H 2.053 1.138 3.800
H 4.199 1.282 -4.373
H 2.453 4.244 0.897
H -2.547 2.573 4.725
H 1.802 -5.581 0.895
H -0.343 -0.485 -3.602
H -0.261 -1.860 1.279
H 0.474 -0.133 -5.902
H 1.446 -0.438 2.028
H -4.791 -2.789 -2.459
H -5.597 -2.895 -0.863
H 2.839 -4.782 -1.210
H 2.631 3.476 3.233
H 2.744 0.746 -6.292
H -3.965 -3.597 -1.105
H 3.399 0.942 -2.081
H -2.764 0.105 4.872
H 0.259 -4.116 2.137
H 2.389 -2.511 -2.014
H -2.457 -1.248 2.786
H 1.686 2.713 -0.853
*
```

⟨S²⟩   0.76
Orbital gap (spin up / spin down)   6.304 / 6.342 eV
LUMO level (spin up / spin down)   -5.1 / -5.1 eV
HOMO level (spin up / spin down)   -11.373 / -11.436 eV
Energy   -61875.39682 eV

=====

Question: Number 6 is which compound?
Answer: C26H21F3NO2ReSSi